No. 1
60
Properties=species:S:1:pos:R:3 method="wB97M-V/def2-TZVPD" e_tot_ev=-222335.4525 orbital_gap_ev="1.70 / 1.71" homo_energy_ev="-4.00 / -4.00" e_lumo_ev="-2.29 / -2.29" de_lowest_kcal_mol=104.3 fmax_ev_per_a=3.52
Sn -0.64 -0.02 1.10
C 2.60 -5.07 5.13
C 2.50 -5.01 6.53
C 1.19 -4.90 6.94
C 0.41 -4.84 5.79
C 1.28 -4.94 4.64
H 3.49 -5.16 4.50
H 3.39 -5.17 7.19
H 0.78 -4.92 7.95
H -0.70 -4.86 5.74
H 0.96 -4.91 3.59
C -0.94 3.40 0.04
C -1.97 2.51 -0.53
C -2.93 3.05 -1.42
C -3.94 2.22 -1.90
C -4.06 0.91 -1.47
C -4.98 -0.05 -1.94
Br -6.41 0.44 -3.04
C -4.99 -1.37 -1.44
C -4.24 -1.77 -0.38
Br -4.53 -3.33 0.55
C -3.14 -0.91 0.01
O -2.23 -1.40 0.87
C -3.08 0.41 -0.54
N -2.03 1.23 -0.09
H -1.28 4.44 0.12
H 0.00 3.41 -0.61
H -0.67 3.06 1.02
H -2.90 4.13 -1.75
H -4.77 2.60 -2.51
H -5.63 -2.03 -1.94
Cl -2.05 2.12 6.46
C -0.94 2.46 5.05
Cl -1.42 3.99 4.19
Cl 0.74 2.19 5.51
C -1.24 1.47 4.02
N -1.31 0.71 3.15
C 3.48 -1.51 -1.52
C 2.55 -2.50 -1.08
N 1.40 -2.70 -1.68
C 0.99 -1.85 -2.57
C 1.82 -0.84 -3.14
C 3.10 -0.71 -2.62
C 1.13 -0.05 -4.16
C 1.41 1.20 -4.64
C 2.18 2.22 -3.96
C 2.75 3.28 -4.74
C 3.39 4.26 -4.00
N 3.66 4.17 -2.71
C 3.21 3.03 -2.12
N 2.43 2.13 -2.63
H 4.44 -1.38 -1.03
H 2.75 -3.18 -0.28
H -0.02 -1.95 -2.91
H 3.85 -0.07 -3.17
H 0.25 -0.56 -4.60
H 0.91 1.54 -5.54
H 2.69 3.30 -5.83
H 3.78 5.18 -4.46
H 3.52 2.87 -1.09



No. 2
91
Properties=species:S:1:pos:R:3 method="wB97M-V/def2-TZVPD" e_tot_ev=-544069.3515 orbital_gap_ev=8.15 homo_energy_ev=-8.73 e_lumo_ev=-0.58 de_lowest_kcal_mol=16.2 fmax_ev_per_a=2.59
C -2.77 2.76 1.85
C -3.73 1.66 2.37
C -3.04 0.46 3.08
C -1.68 0.86 3.70
C -2.77 -0.76 2.17
C -2.30 -0.56 0.79
C -2.02 -1.66 0.02
C -1.50 -1.36 -1.40
C -0.08 -0.75 -1.28
C 0.42 0.13 -2.23
C 1.68 0.71 -2.12
C 2.51 0.42 -1.04
C 2.05 -0.49 -0.09
C 2.91 -0.86 1.13
C 0.78 -1.07 -0.21
C -2.17 -3.00 0.49
N -1.90 -4.17 -0.17
S -2.23 -5.29 0.95
N -2.71 -4.46 2.25
C -2.63 -3.16 1.85
C -2.92 -2.03 2.65
H -1.88 2.36 1.33
H -3.34 3.43 1.18
H -2.38 3.35 2.69
H -4.38 1.26 1.58
H -4.37 2.14 3.14
H -3.73 0.11 3.88
H -1.78 1.74 4.37
H -1.26 0.05 4.33
H -0.93 1.09 2.92
H -2.13 0.43 0.33
H -2.12 -0.56 -1.85
H -1.50 -2.25 -2.02
H -0.20 0.41 -3.10
H 2.07 1.41 -2.87
H 3.50 0.87 -0.89
H 3.07 0.08 1.70
H 2.30 -1.51 1.79
H 3.87 -1.33 0.85
H 0.50 -1.78 0.58
H -3.25 -2.17 3.68
C 2.14 1.31 5.53
Cl 1.83 0.87 3.84
Cl 3.87 1.12 5.87
Cl 1.66 2.99 5.80
Cl 1.21 0.25 6.60
C 6.62 -2.10 4.49
Cl 5.19 -1.25 3.88
Cl 8.06 -1.14 4.15
Cl 6.46 -2.33 6.23
Cl 6.75 -3.68 3.69
C -5.25 2.13 -1.52
Cl -6.11 1.00 -2.57
Cl -4.76 3.55 -2.45
Cl -6.31 2.62 -0.19
Cl -3.80 1.33 -0.87
C 0.02 -4.06 -4.22
Cl -1.30 -3.20 -5.03
Cl 1.50 -3.11 -4.35
Cl -0.38 -4.28 -2.52
Cl 0.26 -5.64 -4.99
C -2.71 4.33 -5.76
Cl -2.36 3.16 -4.49
Cl -3.52 5.74 -5.05
Cl -1.21 4.84 -6.54
Cl -3.78 3.59 -6.95
C -7.72 3.08 -8.07
Cl -8.56 1.52 -8.05
Cl -7.26 3.52 -6.42
Cl -6.27 2.94 -9.09
Cl -8.79 4.31 -8.74
C 5.58 -3.56 -4.92
Cl 4.63 -2.07 -4.77
Cl 6.49 -3.82 -3.43
Cl 4.49 -4.93 -5.20
Cl 6.70 -3.41 -6.28
C -4.43 -0.14 7.14
Cl -6.13 -0.51 7.43
Cl -4.26 1.57 6.72
Cl -3.49 -0.49 8.59
Cl -3.83 -1.13 5.80
C 10.11 -4.23 -8.41
Cl 9.17 -2.74 -8.27
Cl 11.03 -4.49 -6.92
Cl 9.02 -5.60 -8.69
Cl 11.24 -4.09 -9.78
C 4.03 5.83 7.93
Cl 2.60 6.66 7.30
Cl 5.47 6.81 7.60
Cl 3.87 5.61 9.67
Cl 4.19 4.26 7.14